Entry 1:
Here is C31H55BrNNiP3 as an isolated structure from the Open Molecules 2025 dataset. Energies are from ωB97M-V with the def2-TZVPD basis set.

Results
* calculated total energy: -6374.77046 Ha
* F_max: 0.0584 Eh/bohr
* E_HOMO (alpha / beta): -13.35 / -13.22 eV
* multiplicity: 3
* HOMO-LUMO gap (alpha / beta): 6.52 / 3.59 eV
* LUMO energy (alpha / beta): -0.251 / -0.354 Eh
* net charge: +2

Each line ends with the Mulliken charge.
Geometry (Å):
1 N 5.17825 -2.69894 -1.80501  -0.454
2 C 4.81514 -2.79012 -0.52805  -0.537
3 C 3.49882 -3.06147 -0.13232  -0.358
4 C 2.49463 -3.30880 -1.10510  0.479
5 C 2.91417 -3.21473 -2.45309  -0.212
6 C 4.26042 -2.92037 -2.74393  -0.554
7 C 1.09553 -3.49721 -0.70729  0.117
8 Ni -0.18255 0.96945 0.37711  -0.359
9 P -2.23465 1.03463 0.98309  -0.012
10 C -0.02394 -3.64976 -1.49164  -0.402
11 C -1.39048 -3.40970 -0.99499  0.822
12 C -2.47237 -3.17968 -1.88631  -0.549
13 C -3.78605 -2.99486 -1.42630  -0.375
14 C -3.99589 -2.84654 -0.04133  -0.489
15 C -2.98420 -3.15855 0.86644  -0.251
16 C -1.69121 -3.36634 0.39537  -0.242
17 Br -5.77092 -2.31188 0.56734  -0.002
18 H 0.93597 -3.30064 0.35776  0.001
19 H 0.07367 -3.88126 -2.57056  0.481
20 H 3.26757 -3.06927 0.93172  0.479
21 H 2.20467 -3.33543 -3.27907  0.350
22 H 5.60072 -2.66722 0.22219  0.416
23 H 4.60614 -2.87117 -3.78190  0.394
24 H -2.27690 -3.14468 -2.96725  0.406
25 H -0.90093 -3.50318 1.11921  0.561
26 H -4.63708 -2.95528 -2.11450  0.443
27 H -3.23309 -3.23893 1.91659  0.483
28 P 0.35514 1.54187 -1.57982  1.118
29 C -2.68964 0.07056 2.49079  -0.126
30 C -4.16687 -0.18449 2.75191  -0.597
31 H -2.24512 0.59621 3.34829  0.507
32 H -2.16392 -0.89313 2.37526  0.361
33 H -4.27821 -0.76590 3.67938  0.441
34 H -4.74685 0.74426 2.85238  0.238
35 H -4.60920 -0.80279 1.95283  -0.463
36 C -3.36165 0.35596 -0.30266  2.957
37 C -4.74279 0.98858 -0.46513  -1.545
38 H -3.47486 -0.69475 -0.01370  -1.836
39 H -2.81566 0.35097 -1.26000  -0.500
40 H -5.27293 0.47078 -1.27854  0.435
41 H -5.36188 0.86994 0.43926  0.311
42 H -4.68189 2.05435 -0.72806  0.362
43 C -2.63519 2.82990 1.20325  -0.433
44 C -3.79724 3.21738 2.11340  -1.530
45 H -2.80718 3.21187 0.18486  0.481
46 H -1.69854 3.28833 1.56345  0.426
47 H -3.79315 4.30786 2.24076  0.459
48 H -4.76562 2.94627 1.67359  0.282
49 H -3.71750 2.77394 3.11250  0.297
50 C 1.04047 3.26934 -1.72626  -0.903
51 C 0.04548 4.32485 -1.25351  -1.101
52 H 1.32331 3.44183 -2.77742  0.624
53 H 1.96013 3.33262 -1.12467  0.309
54 H 0.44545 5.33058 -1.44159  0.418
55 H -0.92268 4.25255 -1.76681  0.277
56 H -0.14970 4.24537 -0.17546  0.093
57 C -1.02054 1.61265 -2.82467  -0.670
58 C -1.35097 0.29436 -3.52256  -1.337
59 H -0.76214 2.37891 -3.57126  0.615
60 H -1.90201 1.98876 -2.28898  0.432
61 H -2.25123 0.42060 -4.14015  0.381
62 H -0.53990 -0.02735 -4.18867  0.354
63 H -1.54273 -0.51883 -2.80949  0.184
64 C 1.60293 0.57271 -2.53212  -0.697
65 C 3.05240 0.68254 -2.07262  -0.999
66 H 1.52158 0.85775 -3.59372  0.534
67 H 1.27728 -0.47424 -2.44537  0.087
68 H 3.70254 0.12891 -2.76558  0.391
69 H 3.41540 1.71907 -2.03480  0.405
70 H 3.19325 0.23601 -1.07864  0.067
71 C 3.98724 0.09663 1.89206  -0.742
72 C 2.56967 -0.10177 2.43719  -0.372
73 P 1.26271 1.10590 1.95911  0.980
74 C 0.33406 1.32900 3.53949  -0.028
75 C 1.05631 1.55135 4.86460  -1.694
76 C 2.21429 2.65708 1.61852  -0.352
77 C 3.02459 3.30252 2.73351  -1.869
78 H 4.30063 1.14878 1.85640  0.294
79 H 4.71055 -0.43734 2.52575  0.409
80 H 4.06510 -0.33248 0.88427  -0.241
81 H 2.13602 -1.03439 2.04783  0.062
82 H 2.58027 -0.17856 3.53759  0.440
83 H -0.38011 2.14300 3.34364  0.292
84 H -0.25060 0.40056 3.61572  0.167
85 H 1.84801 2.30399 4.83271  0.226
86 H 0.31850 1.88884 5.60307  0.463
87 H 1.49667 0.62968 5.25919  0.371
88 H 2.83668 2.40322 0.74830  0.336
89 H 1.46619 3.37751 1.27076  0.322
90 H 3.68893 2.62851 3.29390  0.335
91 H 3.64677 4.08721 2.27842  0.420
92 H 2.36027 3.79754 3.45360  0.439


Entry 2:
Here is C18H23N2O4S4Ti as an isolated structure from the Open Molecules 2025 dataset. Energies are from ωB97M-V with the def2-TZVPD basis set.

Results
* calculated total energy: -3552.38593 Ha
* F_max: 0.0278 Eh/bohr
* E_HOMO: -11.37 eV
* HOMO-LUMO gap: 6.79 eV
* LUMO energy: -0.168 Eh
* net charge: +1
* ΔE to the lowest compared entry with this formula, charge and spin: 2.7 kcal/mol

Each line ends with the Mulliken charge.
Geometry (Å):
1 Ti -0.02848 0.14664 -0.40183  0.063
2 C -3.16530 2.11210 -0.99318  -2.176
3 C -2.49430 1.06395 -0.15416  1.384
4 C -2.58690 -0.28650 -0.56074  1.179
5 C -3.28203 -0.62876 -1.84828  -2.322
6 C -2.18994 -1.30839 0.32230  1.235
7 C -2.47094 -2.73720 -0.02746  -2.210
8 C -1.46998 -0.98511 1.48478  1.162
9 C -1.00424 -2.08715 2.38624  -2.149
10 C -1.15498 0.36235 1.75744  1.105
11 C -0.21986 0.71895 2.89407  -2.682
12 C -1.80479 1.39033 1.02876  0.490
13 C -1.81370 2.80401 1.54803  -1.937
14 H -2.59463 2.29052 -1.90598  0.308
15 H -3.25196 3.06061 -0.47406  0.446
16 H -4.16393 1.78362 -1.28066  0.460
17 H -4.35749 -0.73807 -1.67185  0.460
18 H -2.91084 -1.55855 -2.26614  0.536
19 H -3.14286 0.15194 -2.59093  0.536
20 H -1.70677 -3.11490 -0.71426  0.358
21 H -3.43792 -2.83565 -0.51600  0.479
22 H -2.46424 -3.37623 0.84998  0.438
23 H -0.42941 -2.83230 1.83477  0.411
24 H -1.87720 -2.59135 2.80588  0.427
25 H -0.40701 -1.72915 3.21658  0.404
26 H -0.74304 0.73492 3.85260  0.397
27 H 0.22657 1.69733 2.74323  0.532
28 H 0.59022 -0.00030 2.97689  0.604
29 H -1.21909 3.48514 0.93659  0.333
30 H -1.46229 2.85769 2.57313  0.436
31 H -2.83683 3.17698 1.53605  0.496
32 S -0.02579 -0.50997 -2.66901  -0.103
33 S -0.34575 1.18713 -3.78459  -0.058
34 S 1.02649 2.42017 -2.88078  -0.026
35 S 0.17173 2.46605 -1.01038  -0.137
36 C 3.37672 2.49007 -0.20597  -1.613
37 C 3.26111 1.01795 -0.38146  0.382
38 N 2.19366 0.22932 -0.29642  0.440
39 C 2.65982 -1.06447 -0.48420  -0.041
40 C 3.99131 -1.06142 -0.70124  -0.267
41 N 4.34376 0.25670 -0.62136  -0.002
42 C 5.05232 -2.07314 -0.95813  0.551
43 O 4.68202 -3.33709 -1.05436  -0.494
44 O 6.18472 -1.69049 -1.07718  -0.564
45 C 1.67726 -2.13665 -0.39778  0.858
46 O 1.90864 -3.31407 -0.47593  -0.754
47 O 0.46175 -1.62141 -0.17883  -0.152
48 H 2.52402 2.88609 0.33138  0.310
49 H 3.42958 2.98357 -1.17839  0.320
50 H 4.28875 2.72124 0.34398  0.489
51 H 5.30101 0.57075 -0.72114  0.253
52 H 3.71102 -3.44777 -0.93999  0.403


Entry 3:
Here is a 3-piece molecular cluster, C3H9N2O2 overall from the Open Molecules 2025 dataset. Energies are from ωB97M-V with the def2-TZVPD basis set.

Results
* calculated total energy: -378.98536 Ha
* F_max: 0.0516 Eh/bohr
* E_HOMO (alpha / beta): -19.57 / -19.57 eV
* multiplicity: 2
* HOMO-LUMO gap (alpha / beta): 10.38 / 5.93 eV
* LUMO energy (alpha / beta): -0.338 / -0.501 Eh
* net charge: +2
* ΔE to the lowest compared entry with this formula, charge and spin: 0.0 kcal/mol

Each line ends with the Mulliken charge.
Geometry (Å):
1 C -1.37337 -0.02117 -1.57510  -0.194
2 C -1.96941 -0.24655 -0.33117  0.015
3 N -1.01833 -0.05181 0.61589  0.092
4 C 0.14733 0.12913 -0.02929  -0.021
5 N -0.05144 0.22289 -1.35162  0.078
6 H -1.85936 0.04363 -2.54222  0.443
7 H -2.97298 -0.49649 -0.01414  0.461
8 H -1.20634 -0.11012 1.63125  0.320
9 H 1.08680 0.08740 0.51592  0.471
10 H 0.68486 0.48168 -2.03225  0.321
11 H 3.15471 1.35185 -1.66276  0.325
12 H 3.22912 -0.04162 -2.26583  0.337
13 O 2.60713 0.59682 -1.85827  -0.656
14 H -0.17396 -0.01014 3.98140  0.340
15 H -0.07360 -1.36903 3.72939  0.343
16 O -0.21119 -0.56646 3.18880  -0.675


Entry 4:
Here is C11H29N2P2RuSe3SiTe as an isolated structure from the Open Molecules 2025 dataset. Energies are from ωB97M-V with the def2-TZVPD basis set.

Results
* calculated total energy: -9085.23594 Ha
* F_max: 0.0136 Eh/bohr
* E_HOMO (alpha / beta): -10.59 / -11.11 eV
* multiplicity: 5
* HOMO-LUMO gap (alpha / beta): 7.60 / 6.02 eV
* LUMO energy (alpha / beta): -0.110 / -0.187 Eh
* net charge: +1
* ΔE to the lowest compared entry with this formula, charge and spin: 5.6 kcal/mol

Each line ends with the Mulliken charge.
Geometry (Å):
1 Ru 0.26379 0.24196 0.39790  -0.362
2 Se -0.23460 0.44995 -1.94235  0.075
3 Se -1.71565 -0.97888 -2.96312  -0.162
4 Te -3.59025 -1.38578 -1.30688  0.345
5 Se -4.54494 0.75746 -0.96580  -0.306
6 C 0.73474 -0.64241 3.90725  -1.128
7 P 1.51278 -0.32717 2.30328  0.930
8 C 2.51853 -1.80892 2.00218  -1.140
9 C 2.74873 0.99043 2.64264  -0.924
10 C 3.28241 1.56360 1.32933  -1.132
11 P 1.89745 1.98530 0.19440  1.126
12 C 2.72696 2.31884 -1.38459  -1.330
13 C 1.35097 3.61957 0.76653  -1.380
14 H 1.50006 -0.87187 4.64991  0.437
15 H 0.05289 -1.48602 3.80520  0.076
16 H 0.16944 0.22991 4.23521  0.369
17 H 3.26564 -1.92715 2.78850  0.446
18 H 3.01404 -1.74501 1.03331  0.336
19 H 1.85569 -2.67355 1.98553  0.141
20 H 3.55458 0.59209 3.26281  0.541
21 H 2.24837 1.77058 3.22354  0.398
22 H 3.91550 0.83496 0.81539  0.399
23 H 3.88771 2.45654 1.50137  0.542
24 H 3.56319 3.00347 -1.23790  0.421
25 H 2.02498 2.76166 -2.09150  0.428
26 H 3.09363 1.38430 -1.80977  0.397
27 H 2.18964 4.31602 0.73450  0.447
28 H 0.96958 3.55589 1.78545  0.374
29 H 0.53963 3.97545 0.13449  0.355
30 C -2.90417 -3.63507 3.35078  -0.950
31 Si -1.73087 -4.14172 1.99432  -0.109
32 C -2.60063 -5.09139 0.65047  -0.874
33 C -0.29815 -5.11624 2.68488  -0.976
34 C -1.02532 -2.58155 1.28563  0.432
35 C -0.56156 -1.54702 0.81747  -0.210
36 H -3.36502 -4.51127 3.81012  0.325
37 H -3.70424 -2.99778 2.97156  0.319
38 H -2.37984 -3.08858 4.13678  0.303
39 H -3.05241 -6.00210 1.04589  0.325
40 H -1.90271 -5.37731 -0.13792  0.296
41 H -3.39954 -4.49995 0.20026  0.219
42 H -0.63280 -6.09095 3.04428  0.348
43 H 0.16385 -4.59923 3.52831  0.297
44 H 0.46845 -5.28938 1.92832  0.335
45 N -1.86877 2.56250 0.49317  -0.458
46 N -1.60890 1.32587 1.17828  -0.181
47 H -2.72505 2.97463 0.85527  0.291
48 H -2.04593 2.31633 -0.47600  0.139
49 H -2.37984 0.65886 1.08343  0.187
50 H -1.50226 1.53827 2.16347  0.221


Entry 5:
Here is a 2-piece molecular cluster, C3H4ClO2S overall from the Open Molecules 2025 dataset. Energies are from ωB97M-V with the def2-TZVPD basis set.

Results
* calculated total energy: -1125.55645 Ha
* F_max: 0.0972 Eh/bohr
* E_HOMO: -2.51 eV
* HOMO-LUMO gap: 6.10 eV
* LUMO energy: 0.132 Eh
* net charge: -1
* ΔE to the lowest compared entry with this formula, charge and spin: 44.3 kcal/mol

Each line ends with the Mulliken charge.
Geometry (Å):
1 C 2.48722 0.44379 -0.08679  0.706
2 C -1.03623 0.71150 0.06778  -0.829
3 C -0.53941 -0.61526 -0.19013  -0.286
4 O 2.52967 -0.33656 -0.88965  -0.334
5 O 2.68176 1.33696 0.62287  -0.453
6 S -1.92536 -1.82077 0.12720  -0.302
7 Cl 0.70867 -0.95666 1.16438  -0.348
8 H -1.76014 0.85136 -0.73221  0.297
9 H -0.15789 1.61862 -0.11244  0.120
10 H -1.43282 1.09796 1.03549  0.320
11 H -1.55546 -2.33094 -1.00650  0.108


Entry 6:
Here is C33H53AlBr3Cl2FN6O11P as an isolated structure from the Open Molecules 2025 dataset. Energies are from ωB97M-V with the def2-TZVPD basis set.

Results
* calculated total energy: -11771.27833 Ha
* F_max: 0.0319 Eh/bohr
* E_HOMO: -3.01 eV
* HOMO-LUMO gap: 0.92 eV
* LUMO energy: -0.077 Eh
* net charge: -1
* ΔE to the lowest compared entry with this formula, charge and spin: 0.0 kcal/mol

Each line ends with the Mulliken charge.
Geometry (Å):
1 C 4.41965 3.19516 -2.51115  -0.846
2 C 4.69692 1.75009 -2.79100  0.458
3 O 4.56905 1.23764 -3.87497  -0.513
4 N 5.13136 0.95058 -1.66602  -0.324
5 C 4.00469 0.25877 -1.05306  -0.273
6 C 3.29903 1.15257 -0.02982  -0.525
7 C 2.48476 0.34298 0.97751  -0.843
8 C 1.47185 -0.59966 0.28814  0.226
9 N 0.24179 -0.78336 1.05538  1.296
10 C 0.45470 -1.11013 2.47425  -0.784
11 C 1.50123 -2.19271 2.75950  -1.082
12 C 1.42450 -3.49721 1.95116  -0.297
13 Br 0.71983 -4.98981 2.94126  -0.148
14 C -0.95111 -0.61933 0.52900  -1.856
15 N -2.08123 -0.69871 1.29650  1.152
16 C -2.68131 -2.01241 1.65332  -0.476
17 N -1.72939 -3.05760 1.92933  -0.112
18 C -3.02185 0.43034 1.17296  -0.902
19 C -2.44174 1.60683 1.99767  -2.298
20 C -3.39959 0.79497 -0.31615  2.707
21 C -4.13708 -0.46577 -0.82197  -0.662
22 C -4.90892 -0.47438 -2.11613  -1.609
23 N -4.03706 -0.53342 -3.32462  -0.388
24 C -4.24162 2.08251 -0.24524  -1.726
25 Br -5.77096 1.78149 0.97760  -0.019
26 C -4.91432 2.75440 -1.47471  -0.054
27 C -5.21258 4.22258 -1.12131  -1.473
28 Br -3.94581 2.75842 -3.14855  -0.079
29 C -2.04670 0.92438 -1.08273  -1.820
30 C -1.36633 2.31610 -1.05427  -1.783
31 C 0.08285 2.37646 -0.56716  0.729
32 C 0.48342 3.82963 -0.37210  -0.867
33 F 0.45889 4.50884 -1.57585  -0.368
34 N -1.11578 -0.21531 -0.79482  1.686
35 C -0.69045 -0.93326 -1.91307  0.884
36 Cl 0.07261 0.07700 -3.15721  0.083
37 C -0.82699 -2.24546 -2.17800  -0.917
38 C -1.43570 -3.24492 -1.23268  0.025
39 Cl -0.31555 -2.94268 -3.67868  -0.013
40 H 5.19737 3.56900 -1.85004  0.363
41 H 4.48111 3.72603 -3.45781  0.362
42 H 3.43759 3.31804 -2.04827  0.075
43 H 5.78469 0.25757 -2.01410  0.300
44 H 3.26250 -0.03133 -1.81514  0.037
45 H 4.36069 -0.62311 -0.51637  0.422
46 H 4.08855 1.64480 0.54259  0.825
47 H 2.70759 1.94169 -0.48515  -0.919
48 H 3.20207 -0.20645 1.58624  0.275
49 H 1.92793 1.02637 1.62146  0.405
50 H 1.97079 -1.55905 0.13124  0.688
51 H 1.27314 -0.17912 -0.69150  -0.800
52 H 0.80560 -0.20003 2.96729  0.435
53 H -0.47031 -1.36754 2.96395  1.206
54 H 1.35080 -2.46487 3.80492  0.842
55 H 2.51930 -1.81258 2.69727  -0.165
56 H 0.88473 -3.35119 1.01946  -0.230
57 H 2.43317 -3.79185 1.67229  0.573
58 H -3.28340 -1.84160 2.54864  0.532
59 H -3.37901 -2.41269 0.92944  -0.717
60 H -1.67202 -3.26134 2.91570  0.363
61 H -2.00459 -3.90753 1.44895  0.324
62 H -3.90690 0.08797 1.69959  1.650
63 H -2.12582 2.46536 1.41355  0.391
64 H -1.56413 1.26606 2.54877  0.431
65 H -3.15079 1.95492 2.74703  0.333
66 H -3.40012 -1.26293 -0.88990  -0.799
67 H -4.81758 -0.77385 -0.02740  0.641
68 H -5.65617 0.30540 -2.25113  0.322
69 H -5.46923 -1.41030 -2.10916  0.670
70 H -3.33697 -1.24828 -3.13895  -0.070
71 H -4.59650 -0.93696 -4.06796  0.390
72 H -3.71182 2.88098 0.25786  0.700
73 H -5.89223 2.30445 -1.61139  0.678
74 H -4.35178 4.70286 -0.65557  0.340
75 H -6.08413 4.27564 -0.47172  0.359
76 H -5.43824 4.76495 -2.03588  0.452
77 H -2.30412 0.75737 -2.12737  1.649
78 H -1.90780 3.05425 -0.47013  0.272
79 H -1.35618 2.70172 -2.07071  0.819
80 H 0.77053 1.94733 -1.29132  0.388
81 H 0.16179 1.93176 0.42925  -0.694
82 H -0.24601 4.31306 0.28840  0.436
83 H 1.45151 3.93170 0.12340  0.408
84 H -2.43876 -2.98652 -0.90129  -0.445
85 H -1.52543 -4.19899 -1.75013  0.840
86 H -0.75128 -3.43299 -0.40629  -0.553
87 O -4.05957 -4.83173 0.44393  -0.444
88 P -5.47569 -4.27248 0.30223  0.754
89 O -6.42498 -5.40536 -0.05190  -0.580
90 O -5.55755 -3.22899 -0.80380  -0.315
91 O -5.81213 -3.57771 1.61872  -0.488
92 Al 2.08336 -2.25948 -2.92660  0.774
93 O 7.23887 3.50662 -4.45617  -1.079
94 H 6.47374 2.92340 -4.38055  0.231
95 C 1.62666 -5.63363 -4.09535  0.690
96 O 1.60659 -5.03981 -5.20228  -0.711
97 O 2.77611 -6.42265 -3.88381  -0.489
98 O 0.83999 -5.54353 -3.13926  -0.652
99 H 3.22197 -6.29665 -4.73235  0.308
100 C 6.11160 2.69302 4.53232  -0.408
101 C 6.31880 1.46928 4.05163  -0.493
102 C 5.22430 0.47037 4.00233  0.540
103 O 5.39687 -0.64789 3.56505  -0.571
104 C 3.89266 0.88817 4.50496  -0.111
105 C 3.67920 2.11017 4.98206  -0.367
106 C 4.77766 3.11196 5.03546  0.317
107 O 4.58504 4.22520 5.46957  -0.547
108 H 6.89444 3.43895 4.57819  0.429
109 H 7.28112 1.14538 3.67674  0.446
110 H 3.11187 0.13797 4.45473  0.327
111 H 2.71396 2.43570 5.34927  0.445